ORCA calculation (ωB97M-V/def2-TZVPD) on a structure of composition C27H49As3NO3SSbZr at a distorted geometry.

```
86
Properties=species:S:1:pos:R:3:forces:R:3
Zr -0.0235 -0.2972 -1.1208 -2.12 -0.69 -0.95
C -4.3392 -1.7279 0.3248 -3.40 0.88 -0.20
C -3.3846 -2.6502 -0.3286 1.13 -0.46 1.31
C -3.1728 -3.8450 0.6217 0.89 -0.34 -1.20
O -3.6594 -2.9040 -1.6870 -0.60 -0.81 -0.24
C -2.0933 -1.8366 -0.4552 -0.28 -0.57 -1.80
O -2.0865 -0.9810 -1.4363 1.16 0.64 1.38
O -1.0272 -2.0461 0.1615 0.76 1.13 0.33
H -5.3800 -2.1822 0.4851 1.42 0.29 -0.57
H -4.4981 -0.8601 -0.3511 0.08 -0.21 0.74
H -4.0811 -1.4517 1.3471 0.52 0.26 -0.17
H -4.1209 -4.2953 0.9333 0.18 0.13 -0.17
H -2.6335 -3.4613 1.5073 -0.23 -0.48 -0.42
H -2.5508 -4.5943 0.0622 -0.42 0.40 0.89
H -3.9788 -3.8081 -1.8475 0.04 0.38 0.40
S 2.4244 -3.3368 -3.5845 -1.30 1.02 -0.22
C 0.9035 -4.1079 -3.2189 0.73 1.22 0.48
C 0.0325 -3.2530 -2.5940 0.46 -0.81 -0.37
C 0.5057 -1.9170 -2.4480 0.63 -0.53 -1.00
C 1.7352 -1.7905 -3.0948 -0.13 -1.04 1.28
C 2.3248 -0.4827 -3.1719 1.37 1.73 -1.15
C 3.5373 -0.2149 -3.8931 -1.23 0.89 0.93
C 3.9605 1.1065 -4.0751 -0.26 -0.42 0.57
C 3.2001 2.1340 -3.4913 0.26 0.85 -0.12
C 2.0615 1.8157 -2.7760 -0.17 -0.13 -0.07
N 1.5790 0.5527 -2.6306 1.35 -0.64 0.13
H 0.7958 -5.1415 -3.4621 -0.15 -0.43 0.01
H -0.9250 -3.6195 -2.2889 -0.47 0.06 0.23
H 4.1107 -1.0390 -4.2676 0.12 -0.27 -0.24
H 4.8902 1.3236 -4.6078 -0.41 -0.07 0.11
H 3.4727 3.2218 -3.5693 -0.19 -1.39 -0.02
H 1.4932 2.6398 -2.3342 -0.02 -0.49 -0.03
C 3.6887 -0.4193 0.6208 -0.83 0.41 -0.11
As 1.7692 -0.6244 1.0379 1.43 -1.36 1.03
C 1.9130 -2.5646 1.2484 0.28 0.37 0.68
C 1.7004 -0.1349 2.9795 -0.57 0.79 -0.13
C 1.5192 1.3862 3.3313 0.61 -0.87 0.06
C 2.7467 2.2395 2.9049 -0.58 0.20 0.25
C 0.2424 1.9505 2.7495 -0.57 -0.33 -0.76
As -0.0461 1.8930 0.7577 -0.56 3.25 0.92
C 0.8430 3.6627 0.3206 0.43 -0.93 -1.09
C -1.8808 2.6234 0.9458 -0.23 -0.61 -0.39
C 1.4044 1.5365 4.8680 -0.07 -0.37 0.28
As 0.2488 0.5339 6.1716 -0.41 -0.07 -0.42
C -1.3537 -0.0263 5.1201 1.50 0.28 -1.02
C 1.1966 -1.2188 6.1597 -0.09 0.64 0.30
H 4.2554 -0.7410 1.5148 -0.15 0.42 -0.63
H 3.8583 0.6065 0.2711 0.43 -0.31 0.37
H 3.8249 -1.1003 -0.2182 0.31 -0.04 0.06
H 2.7834 -2.8161 1.8960 -0.80 0.24 -0.19
H 2.1528 -2.9130 0.2625 -0.14 -0.50 -0.56
H 0.9611 -2.9550 1.6104 0.29 -0.20 -0.07
H 2.6507 -0.5323 3.3829 -0.44 0.17 -0.20
H 0.8559 -0.7026 3.4213 0.54 0.19 -0.34
H 2.8805 2.3368 1.8122 -0.22 0.06 0.43
H 3.6717 1.8178 3.2924 0.02 -0.07 0.14
H 2.6013 3.2339 3.3897 0.33 -0.51 -0.68
H 0.1401 3.0322 3.0029 -0.12 -0.80 -0.18
H -0.6449 1.3746 3.0794 0.51 0.49 0.19
H 0.5813 4.4258 1.0484 -0.27 -0.10 0.00
H 0.5784 3.9616 -0.7177 -0.10 -0.04 0.80
H 1.9367 3.5418 0.3287 -0.38 -0.02 0.06
H -1.8917 3.6245 1.3662 0.25 0.01 0.15
H -2.4904 1.9529 1.5642 0.23 0.13 -0.04
H -2.3590 2.6628 -0.0302 0.00 0.04 -0.13
H 1.1343 2.5807 5.0749 0.46 -0.14 0.07
H 2.3753 1.2753 5.3185 -0.06 0.57 -0.13
H -1.9705 0.7860 4.7470 -0.01 0.10 0.16
H -1.8944 -0.6352 5.7816 -0.98 -0.75 0.92
H -1.0254 -0.6722 4.2906 -0.25 0.23 0.09
H 2.1474 -1.0178 5.6664 0.06 -0.35 0.08
H 0.6367 -2.0036 5.6413 0.17 0.09 0.21
H 1.3846 -1.4556 7.2191 -0.10 -0.22 -0.57
C -1.4203 0.0965 -5.2993 -1.43 0.90 0.98
Sb -1.7217 1.3039 -3.4550 -1.65 -0.64 -0.66
C -2.0068 3.3326 -4.1997 1.36 -0.43 -0.17
C -3.9001 0.8378 -3.3270 1.05 -0.30 1.15
H -2.1417 0.4947 -6.0267 0.11 -0.25 0.27
H -1.6080 -0.9573 -5.0835 0.09 0.23 0.04
H -0.4520 0.2857 -5.6626 1.32 -0.03 -0.44
H -2.9079 3.3489 -4.7832 -0.53 -0.07 -0.07
H -1.1755 3.5732 -4.8973 -0.41 0.06 0.67
H -2.0613 4.0271 -3.3554 0.07 -0.10 -0.31
H -4.4812 1.3715 -4.0484 -0.04 0.47 -0.60
H -4.3000 1.0607 -2.3289 0.26 0.07 -0.22
H -4.0225 -0.2314 -3.4735 0.14 -0.11 -0.07
```
Forces are in eV/Å.

Frontier orbital gap in hartree: 0.218
Net charge: +2
LUMO level in eV: -6.896
Energy above the lowest of the compared OMol25 structures with the same formula, charge and spin in eV: 0.360

These are the Mulliken partial charges, in e, on atoms 1 to 2: atom 1 (Zr): -1.0511, atom 2 (C): -1.4846